1.
DFT (ωB97M-V/def2-TZVPD) results for a 8-piece molecular cluster, C38H79N7O4 overall in a non-equilibrium geometry.

As for the gap between HOMO and LUMO: 0.25289 hartree. For the LUMO energy, the calculation gives -0.265 eV. The value obtained for the highest occupied orbital energy is -0.263 Ha.

Last column: Löwdin charge in e.
CARTESIAN COORDINATES (ANGSTROEM)
C 29.347 31.778 25.364  -0.109
O 29.726 31.406 24.061  -0.174
C 30.175 30.068 23.875  -0.190
C 29.965 29.685 22.406  -0.051
N 28.484 29.905 22.001  0.117
H 27.914 29.287 22.561  0.109
H 28.104 30.797 22.285  0.161
C 28.220 29.599 20.469  -0.033
C 28.151 28.116 20.129  -0.207
O 29.339 27.537 20.551  -0.176
C 29.530 26.194 20.204  -0.079
H 30.101 31.565 26.122  0.089
H 28.513 31.243 25.817  0.067
H 29.075 32.822 25.522  0.094
H 29.761 29.361 24.593  0.109
H 31.253 30.041 24.031  0.131
H 30.217 28.634 22.266  0.126
H 30.493 30.355 21.729  0.135
H 28.904 30.248 19.923  0.132
H 27.258 30.013 20.166  0.116
H 27.919 28.071 19.065  0.123
H 27.220 27.728 20.541  0.106
H 30.441 25.760 20.617  0.096
H 29.529 26.043 19.125  0.072
H 28.772 25.505 20.576  0.088
C 25.250 25.951 19.986  -0.011
C 24.464 27.277 20.238  -0.731
O 24.439 28.137 19.312  -0.091
O 23.888 27.416 21.317  -0.051
H 24.448 25.215 19.929  0.070
H 26.001 25.687 20.730  0.043
H 25.664 25.870 18.981  0.049
C 23.153 25.208 24.412  -0.070
C 24.402 24.293 24.261  -0.225
N 24.120 22.933 24.816  -0.168
C 25.099 21.943 24.353  -0.258
C 24.839 21.520 22.883  -0.087
C 24.175 23.002 26.295  -0.267
C 23.490 21.898 27.131  -0.084
H 23.264 26.160 23.893  0.048
H 22.930 25.383 25.464  0.057
H 22.227 24.927 23.911  0.072
H 24.567 24.227 23.186  0.093
H 25.325 24.662 24.708  0.101
H 26.162 22.129 24.509  0.111
H 24.939 21.052 24.960  0.094
H 23.834 21.310 22.517  0.074
H 25.156 22.346 22.247  0.045
H 25.431 20.700 22.475  0.063
H 23.915 23.933 26.800  0.104
H 25.234 22.908 26.535  0.097
H 23.686 20.926 26.678  0.053
H 22.411 22.002 27.024  0.070
H 23.876 21.839 28.149  0.073
C 30.686 24.915 16.043  -0.098
C 29.800 25.746 15.134  -0.277
N 29.000 26.834 15.775  -0.140
C 27.910 26.252 16.657  -0.243
C 26.878 25.405 15.946  -0.086
C 28.421 27.711 14.679  -0.235
C 27.685 28.990 15.199  -0.079
H 30.151 24.206 16.674  0.062
H 31.320 25.534 16.677  0.071
H 31.405 24.298 15.504  0.069
H 30.478 26.209 14.417  0.105
H 29.193 25.161 14.444  0.106
H 28.349 25.600 17.413  0.081
H 27.417 27.033 17.235  0.082
H 26.055 25.231 16.640  0.062
H 26.435 25.852 15.057  0.066
H 27.215 24.415 15.640  0.073
H 27.825 27.145 13.963  0.097
H 29.179 28.063 13.979  0.099
H 27.624 29.697 14.372  0.070
H 28.208 29.525 15.992  0.064
H 26.710 28.790 15.643  0.037
C 19.904 27.965 22.055  -0.078
C 20.302 27.678 20.588  -0.266
N 20.344 28.879 19.756  -0.159
C 20.875 28.565 18.401  -0.233
C 21.231 29.845 17.592  -0.072
C 19.002 29.593 19.662  -0.231
C 17.778 28.749 19.277  -0.097
H 20.009 27.104 22.716  0.062
H 18.892 28.367 22.090  0.056
H 20.602 28.699 22.458  0.070
H 21.272 27.183 20.558  0.098
H 19.538 27.012 20.187  0.091
H 21.825 28.072 18.607  0.073
H 20.210 27.885 17.869  0.110
H 20.327 30.343 17.243  0.054
H 21.845 30.534 18.171  0.072
H 21.839 29.645 16.711  0.051
H 19.090 30.425 18.963  0.089
H 18.731 30.149 20.560  0.095
H 17.820 28.485 18.221  0.066
H 16.849 29.273 19.506  0.068
H 17.681 27.833 19.859  0.055
N 25.145 31.819 18.334  0.008
C 24.456 32.797 17.706  -0.152
C 24.227 32.432 16.398  -0.122
C 24.653 31.154 16.293  -0.151
C 25.207 30.702 17.503  -0.104
H 25.502 31.803 19.279  0.135
H 24.258 33.678 18.299  0.105
H 23.781 32.968 15.574  0.101
H 24.707 30.579 15.380  0.085
H 25.666 29.783 17.837  0.079
N 25.792 27.793 23.323  0.034
C 25.804 28.842 24.198  -0.096
C 26.975 28.692 24.933  -0.149
C 27.570 27.496 24.544  -0.136
C 26.837 26.955 23.489  -0.133
H 25.124 27.619 22.586  0.076
H 25.048 29.613 24.175  0.115
H 27.368 29.289 25.743  0.081
H 28.511 27.244 25.010  0.091
H 26.928 26.001 22.990  0.108
N 23.439 27.081 16.921  0.029
C 23.667 27.311 15.594  -0.136
C 23.137 26.228 14.848  -0.119
C 22.817 25.247 15.774  -0.129
C 22.889 25.836 17.047  -0.139
H 23.820 27.655 17.660  0.077
H 24.032 28.296 15.345  0.083
H 23.090 26.182 13.770  0.083
H 22.384 24.283 15.548  0.085
H 22.642 25.385 17.996  0.102

2.
DFT (ωB97M-V/def2-TZVPD) results for a single C4H10ClP molecule in a non-equilibrium geometry.

As for the structure (SMILES): CCCCPCl. As for the gap between HOMO and LUMO: 0.33913 hartree. For the LUMO energy, the calculation gives 0.570 eV. The energy above the lowest of the compared OMol25 structures with the same formula, charge and spin is 48.8 kcal/mol. The value obtained for the highest occupied orbital energy is -0.318 Ha.

Last column: Löwdin charge in e.
CARTESIAN COORDINATES (ANGSTROEM)
C -0.187 -1.715 -0.979  -0.163
C -0.392 -1.080 0.526  -0.304
C 0.678 0.096 0.926  -0.296
C 0.864 1.277 -0.195  -0.492
P -0.671 2.441 -0.369  0.479
Cl -2.412 1.354 -0.950  0.049
H -0.865 -2.693 -1.047  0.083
H -0.444 -0.974 -1.855  0.062
H 0.932 -2.125 -1.029  0.086
H -0.200 -1.980 1.286  0.110
H -1.520 -0.754 0.731  0.080
H 0.305 0.638 1.922  0.110
H 1.756 -0.369 1.107  0.112
H 1.741 1.979 0.206  0.090
H 1.239 0.893 -1.252  0.086
H -0.824 3.011 0.972  -0.093

3.
DFT (ωB97M-V/def2-TZVPD) results for a 5-piece molecular cluster, H10O5 overall in a non-equilibrium geometry.

As for the structure (SMILES): O.O.O.O.O. As for the gap between HOMO and LUMO: 0.40507 hartree. For the LUMO energy, the calculation gives 0.361 eV. The energy above the lowest of the compared OMol25 structures with the same formula, charge and spin is 55.8 kcal/mol. The value obtained for the highest occupied orbital energy is -0.392 Ha.

Last column: Löwdin charge in e.
CARTESIAN COORDINATES (ANGSTROEM)
O 0.548 0.559 2.484  0.043
H 1.222 1.081 2.837  0.029
H -0.075 0.446 3.126  0.005
O -0.406 2.262 -2.034  0.008
H -1.120 2.724 -2.136  -0.061
H 0.258 2.961 -1.694  0.121
O -1.845 -2.246 -0.506  -0.035
H -1.547 -2.656 0.308  0.036
H -1.437 -1.443 -0.670  -0.053
O -0.254 0.069 -0.115  0.020
H -0.052 0.543 0.533  -0.116
H -0.201 0.556 -0.966  0.068
O 1.990 -1.517 -0.405  0.003
H 1.276 -1.062 -0.040  -0.046
H 1.646 -2.281 -0.726  -0.023

4.
DFT (ωB97M-V/def2-TZVPD) results for C5H10NO2 as an isolated structure in a non-equilibrium geometry.

As for the gap between HOMO and LUMO: 0.20660 hartree. For the LUMO energy, the calculation gives -8.040 eV. The energy above the lowest of the compared OMol25 structures with the same formula, charge and spin is 217.3 kcal/mol. The value obtained for the highest occupied orbital energy is -0.502 Ha. Its net charge is +1.

Last column: Löwdin charge in e.
CARTESIAN COORDINATES (ANGSTROEM)
O 0.623 2.582 -1.870  -0.119
C 0.359 -1.549 2.108  -0.179
O 0.556 -0.218 2.530  -0.020
C -0.023 -1.847 0.850  -0.062
C -0.957 -0.959 0.096  -0.075
C -0.274 0.248 -0.542  -0.247
C -0.839 0.967 -1.617  0.271
N 0.957 0.609 -0.249  0.255
H 1.284 -0.593 1.863  0.118
H 0.361 -2.187 2.984  0.148
H 0.178 -2.882 0.619  0.122
H -1.782 -0.529 0.669  0.159
H -1.328 -1.509 -0.773  0.145
H -0.129 1.409 -2.334  0.053
H -1.770 0.663 -2.095  0.138
H 1.093 1.413 -0.885  0.069
H 1.103 0.854 0.737  0.150
H 0.586 3.527 -2.091  0.075

5.
DFT (ωB97M-V/def2-TZVPD) results for a 2-piece molecular cluster, C4H11NO overall in a non-equilibrium geometry.

As for the structure (SMILES): C/C=C/CN.O. As for the gap between HOMO and LUMO: 0.37050 hartree. For the LUMO energy, the calculation gives 0.919 eV. The energy above the lowest of the compared OMol25 structures with the same formula, charge and spin is 56.2 kcal/mol. The value obtained for the highest occupied orbital energy is -0.337 Ha.

Last column: Löwdin charge in e.
CARTESIAN COORDINATES (ANGSTROEM)
N -0.968 0.504 1.965  -0.029
C -0.327 -0.741 1.355  -0.283
C -0.591 -0.116 -2.392  -0.137
C -0.643 0.183 -0.952  -0.172
C 0.054 -0.612 -0.070  -0.175
H -0.612 0.804 2.879  0.059
H -0.988 1.290 1.285  0.043
H -1.124 -1.617 1.375  0.138
H 0.562 -0.976 2.038  0.117
H -1.511 -0.657 -2.689  0.083
H -0.646 0.759 -2.985  0.040
H 0.390 -0.671 -2.759  0.125
H -1.285 1.054 -0.603  0.117
H 0.851 -1.263 -0.351  0.097
H 1.937 0.779 1.246  -0.017
H 2.211 0.741 -0.091  0.048
O 2.690 0.538 0.748  -0.053